Molecular formula: C57H68BrN6O5S2Y
Method: DFT, ωB97M-V/def2-TZVPD

LUMO energy: 0.14240 hartree
Energy above the lowest of the compared OMol25 structures with the same formula, charge and spin: 9.9 kcal/mol
E_HOMO: -0.97 eV
E: -172155.65831 eV

Geometry as ORCA input:
```
! wB97M-V def2-TZVPD RIJCOSX def2/J DEFGRID3
* xyz -2 1
Y -0.03500 -0.25456 0.30576
C -5.50116 6.31444 0.27572
C -5.45993 4.96235 0.98795
C -5.27514 5.22282 2.48897
C -6.80692 4.26388 0.76210
C -4.32736 4.07431 0.48131
C -4.14838 2.80385 1.02410
C -3.09955 2.03004 0.60123
Br -2.85380 0.33249 1.41369
C -2.12691 2.41595 -0.35619
O -1.11195 1.65134 -0.60637
C -2.38116 3.66873 -0.98198
C -3.43367 4.45391 -0.50797
C -1.53943 4.26970 -2.11932
C -2.46957 4.89443 -3.17658
C -0.64183 5.37069 -1.54119
C -0.66828 3.26953 -2.88602
H -6.31962 6.91497 0.68035
H -5.66623 6.20058 -0.79654
H -4.57397 6.87072 0.41817
H -6.07500 5.86345 2.87099
H -4.31758 5.71020 2.67522
H -5.28502 4.29258 3.05640
H -7.63163 4.88221 1.12889
H -6.84747 3.30608 1.27998
H -6.96312 4.07078 -0.30001
H -4.80791 2.42002 1.79100
H -3.55520 5.43037 -0.95455
H -3.01947 5.75843 -2.80390
H -3.19397 4.15807 -3.52803
H -1.87697 5.22781 -4.03137
H -1.23125 6.14014 -1.03852
H -0.05995 5.84572 -2.33652
H 0.05277 4.95323 -0.81411
H -1.28232 2.49463 -3.34611
H 0.06336 2.77285 -2.26299
H -0.14380 3.81074 -3.67977
C 2.26326 3.23392 -0.48898
C 3.11246 1.98498 -0.69766
C 4.58917 2.31756 -0.46099
C 2.91042 1.34472 -2.05686
C 3.33834 2.05851 -3.16240
C 3.36700 1.48745 -4.42119
C 2.98670 0.16460 -4.53309
C 2.52101 -0.60713 -3.46660
C 2.20487 -2.05001 -3.91264
C 0.95275 -2.78593 -3.43115
C 3.44077 -2.96086 -3.81588
C 2.41979 0.00887 -2.17666
N 1.86112 -0.58119 -1.05759
C 2.23149 -1.89455 -0.77053
C 1.74984 -2.64968 0.23275
N 0.80244 -2.27772 1.20566
C 0.87732 -3.06796 2.33088
C 2.06852 -3.72784 2.75897
C 1.99028 -4.76050 3.68978
C 0.80354 -5.11925 4.30228
C -0.31676 -4.34347 4.03034
C -0.29085 -3.31286 3.10703
C -1.46804 -2.37041 2.99770
C -1.20575 -1.20568 3.96416
C -2.83557 -2.98265 3.28733
C 3.46836 -3.25964 2.36919
C 4.33038 -4.35500 1.73819
C 4.17892 -2.66511 3.58782
H 2.54952 3.74269 0.43437
H 1.19697 3.01034 -0.43433
H 2.41419 3.93894 -1.31158
H 2.83801 1.22356 0.03150
H 4.91905 3.14743 -1.09227
H 5.22395 1.45725 -0.67551
H 4.74559 2.61107 0.57974
H 3.67751 3.08022 -3.02480
H 3.68976 2.04928 -5.28880
H 3.02426 -0.30253 -5.51259
H 2.03691 -1.92873 -4.98907
H 0.96718 -3.03540 -2.37456
H 0.88013 -3.72058 -3.99730
H 0.04826 -2.21705 -3.63371
H 3.61359 -3.32201 -2.80232
H 4.34042 -2.43851 -4.14458
H 3.30245 -3.83996 -4.45152
H 2.97320 -2.35036 -1.41217
H 2.14958 -3.65656 0.31987
H 2.90438 -5.28058 3.95782
H 0.75797 -5.94222 5.00496
H -1.23969 -4.54727 4.55731
H -1.49672 -2.02067 1.95773
H -1.02896 -1.61728 4.96188
H -2.05339 -0.52387 4.02131
H -0.32219 -0.62909 3.68291
H -2.93130 -3.25679 4.34046
H -3.02881 -3.85837 2.66668
H -3.61652 -2.25155 3.07363
H 3.37023 -2.44902 1.65042
H 4.54325 -5.15821 2.44940
H 5.28860 -3.94743 1.40659
H 3.83655 -4.80124 0.87562
H 4.29376 -3.39946 4.38853
H 3.61370 -1.81929 3.97738
H 5.17411 -2.30717 3.30929
N 0.55798 -7.62366 -2.80096
C -0.41153 -6.71443 -2.33878
C -0.24127 -6.07455 -1.10997
C -1.18858 -5.18315 -0.65043
C -2.32890 -4.92300 -1.40746
C -2.50790 -5.55898 -2.62196
C -1.55489 -6.45873 -3.08375
S -3.44772 -3.67092 -0.82648
O -3.87311 -4.05075 0.49735
O -4.46799 -3.53342 -1.84894
N -2.47887 -2.43076 -0.70481
C -2.17451 -1.68204 -1.76863
S -3.05077 -1.53259 -3.28553
C -1.85833 -0.40782 -3.84711
C -0.91212 -0.22699 -2.90688
N -1.08680 -0.93399 -1.74441
H 1.47948 -7.42903 -2.43752
H 0.58712 -7.69030 -3.80770
H 0.65436 -6.25718 -0.52763
H -1.03422 -4.65269 0.28063
H -3.38445 -5.32696 -3.20988
H -1.69024 -6.94909 -4.04155
H -1.91184 0.04427 -4.82167
H -0.04449 0.40680 -3.00618
O -0.65621 2.92816 2.30008
C 0.41885 2.37805 2.42154
N 0.78603 1.12028 1.96891
C 2.09141 0.86472 2.37697
O 2.74689 -0.13314 2.15679
C 2.61189 2.06772 3.11877
C 3.84937 2.32518 3.67414
C 4.02937 3.57554 4.25880
C 2.99904 4.51776 4.27617
C 1.75706 4.23817 3.71198
C 1.59669 2.99398 3.13758
H 4.63698 1.58335 3.64284
H 4.98445 3.82643 4.70509
H 3.17400 5.48407 4.73407
H 0.95092 4.95943 3.71053
*
```